1.
Density functional theory data (wB97M-V/def2-TZVPD) for a 2-piece molecular cluster, C4H10NO2 overall at a distorted geometry.

## Properties
- relative energy (zero: lowest compared OMol25 entry of this formula, charge and spin) (kJ/mol) = 614.6
- E_tot (a.u.) = -363.2016
- orbital gap (spin up / spin down) (Ha) = 0.233 / 0.233
- LUMO energy (spin up / spin down) (Eh) = -0.2466 / -0.2464
- net charge = +1

Geometry as XYZ:
```
17
Properties=species:S:1:pos:R:3:forces:R:3:lowdin_charge:R:1
C -1.44347 0.86989 0.03806 0.794 -3.026 -1.307 -0.422
C -2.91117 0.95638 0.01740 -1.110 -2.423 0.336 0.011
C 2.07278 -0.18117 -0.09145 0.027 -1.823 -1.210 0.302
C 3.07339 -1.24747 0.12343 0.991 5.129 -1.741 -0.023
N -0.75130 -0.17207 -0.40325 1.386 2.455 1.903 -0.011
O -0.64724 1.78545 0.56089 1.060 0.538 0.311 0.095
O -1.24828 -1.16822 -1.18338 -1.488 0.279 -0.504 -0.019
H -3.34410 1.92113 -0.26608 0.156 -0.382 -0.050 0.099
H -3.23408 0.04288 -0.61610 0.168 1.904 0.616 0.119
H -3.26724 0.62931 1.04793 0.335 0.787 -0.984 0.124
H 1.87278 0.57959 0.61035 -0.130 0.720 0.969 0.077
H 3.38399 -1.77134 -0.71221 -0.029 -1.105 -1.868 0.073
H 1.48561 -0.08926 -1.01708 0.689 0.157 0.169 0.092
H 2.95323 -1.85308 0.89943 -1.027 -2.604 3.733 0.060
H 4.02959 -0.70315 0.47958 -1.212 -0.172 -0.307 0.172
H -0.98482 2.38571 1.23653 -0.656 -0.213 -0.246 0.142
H -1.03969 -1.98457 -0.72406 0.045 -0.222 0.179 0.110
```
Forces are in eV/Å.

=====

2.
Density functional theory data (wB97M-V/def2-TZVPD) for C32H35B2IrN16Si as an isolated structure.

## Properties
- spin multiplicity = 2
- relative energy (zero: lowest compared OMol25 entry of this formula, charge and spin) (kJ/mol) = 137.7
- E_tot (a.u.) = -2559.3490
- orbital gap (spin up / spin down) (Ha) = 0.216 / 0.215
- LUMO energy (spin up / spin down) (Eh) = -0.3703 / -0.3724
- net charge = +3

Geometry as XYZ:
```
87
Properties=species:S:1:pos:R:3:forces:R:3:mulliken_spin:R:1
Ir -0.06442 -0.82412 0.35052 0.162 0.004 0.430 -0.005
C 1.06872 -4.80739 -0.54266 -0.029 -0.053 0.011 0.000
C 1.34376 -3.54946 -0.01131 -0.049 0.034 0.025 0.000
N 0.36671 -2.70296 -0.32948 -0.009 -0.043 -0.020 -0.001
N -0.54822 -3.38543 -1.06665 0.040 0.091 -0.126 0.001
C -0.13650 -4.66644 -1.19236 -0.023 0.007 0.031 0.000
B -1.81448 -2.68178 -1.54668 0.118 0.100 0.036 0.000
N -1.14700 -1.19201 -2.24436 -0.020 -0.014 0.071 0.011
C -1.19076 -0.90334 -3.61920 -0.069 -0.054 0.080 -0.004
C -0.47901 0.20332 -3.83335 0.098 -0.002 0.022 0.021
C 0.05727 0.66279 -2.52916 0.016 0.122 0.013 0.055
N -0.49870 -0.33727 -1.58065 -0.056 -0.066 -0.366 -0.013
N -2.64024 -2.16233 -0.38834 -0.060 0.133 0.064 -0.003
C -3.92122 -2.37692 -0.00925 0.073 -0.073 -0.044 0.000
C -4.11783 -1.79192 1.22107 -0.041 -0.035 -0.007 0.000
C -2.89325 -1.21978 1.55290 0.065 -0.036 0.072 0.000
N -2.00768 -1.44591 0.58622 -0.054 0.026 -0.094 0.005
N -2.51166 -3.33525 -2.65184 0.038 -0.241 -0.007 0.001
C -1.99265 -4.07353 -3.69378 -0.039 0.023 0.082 0.000
C -3.01173 -4.34665 -4.55305 0.007 0.017 -0.041 0.000
C -4.14534 -3.72602 -3.97309 -0.024 0.023 -0.030 0.000
N -3.84643 -3.11282 -2.85156 0.044 0.092 0.015 0.000
H 1.65939 -5.70197 -0.45101 0.002 0.003 -0.005 0.000
H 2.17400 -3.22073 0.59321 0.009 0.001 -0.012 0.000
H -0.73956 -5.39143 -1.71271 0.024 -0.010 -0.004 0.000
H -1.72733 -1.56262 -4.28294 -0.005 -0.009 -0.007 0.000
H -0.27482 0.66131 -4.78767 0.001 -0.001 -0.004 -0.006
H 1.13636 0.42782 -2.50077 0.009 -0.051 -0.033 -0.022
H -4.58202 -2.93330 -0.65061 -0.020 0.021 0.008 0.000
H -5.02204 -1.79346 1.80413 0.005 0.004 -0.001 0.000
H -2.60465 -0.67511 2.43846 -0.010 0.013 -0.019 0.000
H -0.94936 -4.33971 -3.74235 -0.009 -0.009 -0.007 0.000
H -2.96383 -4.91612 -5.46510 -0.006 -0.008 0.005 0.000
H -5.16052 -3.71335 -4.33757 0.005 0.002 -0.005 0.000
C 4.01585 0.15614 -0.35427 0.011 0.051 0.020 0.000
C 2.84242 -0.47614 -0.74625 -0.007 -0.092 0.074 0.002
N 1.89174 -0.26733 0.17444 0.042 0.036 -0.044 0.000
N 2.43352 0.47417 1.15928 -0.115 0.121 -0.084 0.006
C 3.71196 0.74944 0.85974 0.002 -0.059 0.001 0.000
B 1.61404 0.85992 2.44000 0.089 -0.205 0.006 0.002
N 1.08234 -0.47066 3.05270 -0.097 0.013 -0.048 -0.001
C 1.02118 -0.91196 4.31929 0.067 0.008 0.004 0.000
C 0.32308 -2.10463 4.34929 0.014 -0.029 0.000 0.000
C -0.04726 -2.33615 3.03164 0.073 0.075 -0.002 0.000
N 0.41050 -1.34474 2.25941 -0.135 -0.016 -0.085 0.000
N 0.34201 1.64190 1.97753 -0.043 0.056 0.013 0.016
C -0.20721 2.78987 2.40593 0.043 -0.079 0.049 -0.001
C -1.47269 2.90280 1.85915 -0.020 -0.008 0.000 0.011
C -1.63412 1.75520 1.09016 -0.001 -0.020 0.021 0.020
N -0.53292 1.00338 1.16809 0.095 0.071 -0.119 -0.007
N 2.48692 1.62897 3.36014 -0.003 0.032 0.039 0.000
C 3.49100 1.17885 4.17370 -0.027 -0.003 -0.016 0.000
C 4.25178 2.25334 4.53310 0.019 0.007 0.003 0.000
C 3.65829 3.34562 3.86508 -0.029 0.008 -0.004 0.000
N 2.61619 2.97280 3.14919 0.025 -0.017 -0.013 0.000
H 4.96198 0.16234 -0.86651 -0.002 0.005 -0.001 0.000
H 2.65946 -1.11268 -1.59938 -0.029 0.035 -0.008 0.000
H 4.32056 1.32827 1.53643 0.007 0.012 -0.014 0.000
H 1.48101 -0.35603 5.11953 -0.032 -0.007 -0.001 0.000
H 0.12058 -2.71969 5.20835 -0.003 0.000 -0.005 0.000
H -0.61107 -3.14856 2.60211 -0.006 -0.001 0.003 0.000
H 0.34673 3.43125 3.06982 -0.008 0.018 -0.008 -0.001
H -2.18339 3.69078 2.03736 0.001 -0.010 0.009 0.001
H -2.49470 1.39299 0.54737 -0.024 0.020 -0.037 -0.014
H 3.59995 0.13576 4.42307 -0.001 0.013 0.010 0.000
H 5.10489 2.26139 5.18869 0.004 0.001 -0.005 0.000
H 3.95077 4.38354 3.88893 0.003 -0.006 -0.002 0.000
C -2.01920 4.54690 -1.05342 -0.094 -0.142 0.094 0.035
Si -1.80669 2.98403 -1.99414 0.314 0.291 -0.421 0.262
C -3.23597 2.25304 -2.90457 0.025 -0.101 0.243 0.008
C -0.04400 2.17506 -2.20125 -0.205 -0.299 0.360 -0.134
C -0.24813 3.09154 -3.36161 -0.321 0.105 -0.008 0.215
C 0.33500 4.36741 -3.37711 0.120 0.044 0.012 0.041
C 1.15316 4.79937 -2.35006 -0.031 0.021 -0.055 0.225
C 1.44380 3.92532 -1.27401 0.033 -0.010 0.055 -0.079
C 0.90437 2.67822 -1.20328 0.031 0.024 -0.087 0.113
H -1.07967 4.94863 -0.68351 0.001 0.021 0.017 -0.007
H -2.68569 4.38915 -0.20423 -0.014 0.007 -0.055 0.000
H -2.49615 5.27190 -1.71782 0.033 0.023 -0.016 0.002
H -3.69293 3.05414 -3.49214 -0.018 -0.012 -0.017 0.015
H -3.99718 1.88255 -2.21363 -0.009 0.014 -0.011 0.003
H -2.95455 1.44168 -3.57360 -0.009 0.016 -0.015 -0.002
H -0.72817 2.72553 -4.25979 0.062 0.007 -0.061 0.020
H 0.14538 5.01013 -4.22821 -0.003 -0.001 0.000 0.003
H 1.60261 5.78187 -2.39177 -0.002 -0.002 0.001 0.006
H 2.13370 4.24204 -0.50110 -0.014 -0.004 -0.008 -0.004
H 1.18647 2.02232 -0.39567 -0.003 -0.041 0.080 0.205
```
Forces are in eV/Å.

=====

> Among the records above, which one has the highest net charge?

C32H35B2IrN16Si

=====

> Which of these has the lowest E_tot?

C32H35B2IrN16Si

=====

> What is the formula in the second record?

C32H35B2IrN16Si

=====

> Which value of net charge does entry 2 give?

+3